[1]
86
Properties=species:S:1:pos:R:3:forces:R:3 method="wB97M-V/def2-TZVPD" multiplicity=1 homo_energy_ev=-10.46 orbital_gap_ev=9.1 lumo_ev=-1.35 charge=0
C 0.9219 -5.5650 1.9184 -0.5 0.0 -0.6
S 0.4557 -3.8469 2.0054 -1.3 -0.6 2.4
O -0.9416 -3.6424 1.7059 -0.4 -0.3 -1.9
O 0.6791 -3.4135 3.3698 1.4 0.6 0.2
B 1.5351 -2.7006 0.9690 1.3 -1.5 -1.2
O 1.1494 -2.1721 -0.2309 -1.3 0.6 0.9
B 1.3639 -0.8087 -0.2186 0.7 -0.1 -1.3
C 0.2580 0.2708 -0.6727 1.0 -0.1 0.6
F -0.3902 0.7087 0.4079 -0.4 -0.1 0.5
F -0.6357 -0.1722 -1.5372 -0.5 -0.1 -0.7
F 0.8980 1.3380 -1.1840 0.0 0.4 -0.6
O 2.5690 -0.3437 0.2775 -1.2 0.7 0.6
B 2.6614 -0.9267 1.5218 2.2 -0.4 0.1
P 2.5386 0.1117 3.1259 -0.6 1.0 0.0
O 1.2952 0.8640 2.9313 -1.3 0.2 -0.6
O 2.4000 -0.7888 4.4173 1.0 0.0 -0.1
O 3.7891 1.0736 3.2348 0.3 -1.0 0.3
O 2.7515 -2.3226 1.5049 -1.3 0.4 0.9
H 0.4213 -5.9895 1.0517 0.2 0.0 -0.2
H 0.5508 -6.0624 2.8204 -0.1 0.5 0.1
H 1.9964 -5.6894 1.8768 0.1 0.2 -0.1
H 1.4572 -1.0199 4.4629 0.1 -0.2 0.3
H 3.8949 1.4895 2.3629 0.2 0.4 0.3
O 0.3483 3.6157 -3.8330 0.1 -0.3 0.1
H -0.6102 3.4996 -3.8131 0.0 0.1 -0.2
H 0.6655 3.1059 -3.0810 0.0 0.2 0.0
O 5.2476 -3.4216 0.5077 -0.1 0.1 -0.1
H 4.5651 -2.7582 0.6767 -0.1 -0.4 0.0
H 5.1352 -3.6368 -0.4262 0.1 0.1 0.0
O 7.1041 -1.1789 0.5200 -0.2 0.1 0.1
H 6.4502 -1.8774 0.6769 0.3 -0.1 -0.2
H 6.7647 -0.6919 -0.2377 0.1 0.0 0.0
O -2.8267 -2.0969 -0.1962 0.1 0.3 0.0
H -2.1176 -2.4698 0.3455 -0.1 -0.3 0.2
H -2.4605 -1.2627 -0.5153 0.0 -0.1 -0.1
O -4.0372 0.4599 0.0842 -0.2 -0.1 0.2
H -3.7817 0.9301 0.8870 0.0 0.1 -0.1
H -4.0188 -0.4752 0.3411 0.0 0.0 0.0
O 2.0989 -1.9639 -3.3681 0.3 0.2 0.2
H 1.4074 -1.3060 -3.2490 -0.1 -0.1 -0.2
H 2.0157 -2.2057 -4.2981 -0.2 -0.1 0.1
O -2.0320 4.6003 -4.9088 -0.1 0.1 0.1
H -2.2556 4.7220 -5.8370 0.1 0.0 0.0
H -1.4188 5.3215 -4.7225 0.0 0.0 -0.1
O -1.3624 2.2180 3.3353 0.0 -0.1 -0.1
H -1.6791 2.0407 4.2263 0.0 0.1 0.0
H -0.5606 1.6838 3.2512 0.3 -0.1 0.0
O 2.6599 -5.0982 4.2162 0.5 -0.1 0.1
H 3.3998 -5.4584 4.7176 0.0 0.0 0.0
H 2.9745 -4.2412 3.9069 -0.2 0.1 0.1
O 2.4726 3.8738 0.2173 0.0 0.0 -0.1
H 2.1171 3.1075 -0.2473 -0.1 0.0 0.1
H 2.5380 4.5524 -0.4666 0.0 0.0 0.0
O 0.0756 5.6097 -0.8647 0.3 0.3 -0.2
H -0.8795 5.4777 -0.8489 0.0 -0.1 0.2
H 0.3870 5.0929 -0.1152 -0.2 -0.1 0.0
O -0.2556 6.7476 -6.3718 0.1 0.0 0.1
H 0.5036 6.4181 -5.8762 0.0 -0.1 0.0
H 0.0139 7.6240 -6.6652 -0.1 0.0 0.0
O -0.1977 -2.7719 -5.0262 0.1 0.1 -0.1
H -0.5282 -3.5068 -4.4990 -0.1 0.1 0.0
H -0.7374 -2.0272 -4.7396 -0.2 -0.1 0.0
O -1.3889 3.4730 0.2523 0.2 -0.5 0.2
H -2.3441 3.3473 0.2635 0.0 0.3 0.0
H -1.0707 2.9573 1.0028 -0.1 0.1 0.1
O -3.3445 5.1089 -0.5562 -0.2 0.1 -0.3
H -4.0674 5.7292 -0.4125 0.0 0.0 0.1
H -3.4053 4.8886 -1.4940 0.0 0.0 0.0
O 3.1799 -5.5460 -0.7028 0.2 0.1 0.0
H 4.0448 -5.6388 -0.2863 -0.1 0.0 0.1
H 3.2950 -5.9147 -1.5854 -0.1 0.0 0.0
O -2.9523 -2.7439 -3.3462 0.0 0.0 -0.1
H -3.2766 -3.4745 -2.8093 0.1 0.1 0.1
H -3.4773 -1.9914 -3.0550 0.0 0.0 0.0
O -0.6043 -6.6973 4.8047 -0.1 0.0 0.0
H -0.9548 -7.4357 5.3133 0.0 0.0 -0.1
H -1.1157 -5.9374 5.1037 0.1 0.1 -0.1
O 2.3509 4.0788 3.2047 -0.1 0.1 0.0
H 2.1852 4.2929 2.2773 0.1 -0.1 -0.1
H 1.4770 3.8912 3.5643 0.1 0.0 0.0
O -6.7911 1.7698 -0.2590 -0.2 -0.1 -0.2
H -7.2713 1.5651 -1.0688 0.1 -0.1 0.0
H -6.0843 1.1091 -0.2220 0.2 0.1 0.1
O -9.3805 3.5969 0.0174 0.0 -0.1 0.0
H -9.6773 3.3681 0.9035 0.0 0.0 0.0
H -8.6208 3.0219 -0.1311 0.1 0.1 0.2

[2]
13
Properties=species:S:1:pos:R:3:forces:R:3 method="wB97M-V/def2-TZVPD" multiplicity=1 homo_energy_ev=-7.90 orbital_gap_ev=8.5 lumo_ev=0.63 charge=0 relative_energy_ev=5.084
C -2.3810 -0.0214 -0.2311 -0.1 0.1 -0.1
O -1.2092 -0.3778 0.5284 0.2 0.3 0.6
C -0.0922 0.2387 0.3279 0.3 -0.3 0.9
C 0.5875 1.0153 -0.5215 -0.1 -0.8 0.1
N 1.7621 0.3796 -0.8688 1.3 0.9 0.1
C 2.2016 -0.4792 0.0234 0.2 0.1 -0.5
N 1.4382 -0.9820 0.9681 -0.5 0.4 -0.9
H -2.7518 0.9257 0.1683 0.0 -0.1 -0.2
H -3.1109 -0.8087 -0.0342 0.2 0.1 -0.1
H -2.1875 0.0704 -1.3056 0.3 -0.1 0.2
H 0.4926 2.0814 -0.7863 -0.6 -0.8 0.0
H 3.2671 -0.6864 -0.0421 0.0 -0.3 0.1
H 2.0070 -1.3448 1.7610 -1.1 0.4 -0.3

[3]
34
Properties=species:S:1:pos:R:3:forces:R:3 method="wB97M-V/def2-TZVPD" multiplicity=1 homo_energy_ev=-9.88 orbital_gap_ev=2.2 lumo_ev=-7.70 charge=+1
C 3.3522 -2.5419 0.3346 0.0 0.4 0.4
C 3.7763 -1.1683 -0.1548 -0.1 -0.6 0.6
O 3.2669 -0.2071 0.7297 -0.6 0.3 -0.4
C 3.0183 1.0754 0.1616 0.4 -0.3 0.8
C 1.8010 1.6600 0.8266 0.0 -0.4 -0.1
O 0.6629 1.3790 0.0216 -0.1 0.1 0.1
C -0.3176 2.3727 -0.0703 -0.9 0.1 -0.3
B -1.7435 1.7938 0.5185 2.1 0.0 1.3
P -2.3429 0.1539 -0.2033 -2.2 2.5 -0.2
C -2.8201 0.2202 -1.9510 0.4 -1.0 0.4
C -3.7971 -0.5152 0.6493 0.6 -1.2 -0.3
C -3.7274 -2.0502 0.8831 0.3 0.7 -0.1
H 2.4352 -2.8733 -0.1276 -0.2 -0.3 -0.3
H 4.1429 -3.2713 0.2652 0.1 -0.3 -0.3
H 3.1349 -2.4240 1.3842 0.0 -0.1 0.5
H 4.8653 -1.1468 -0.1796 0.3 0.4 -0.3
H 3.3824 -1.0403 -1.1940 -0.2 0.7 2.0
H 2.8593 1.0184 -0.9058 0.0 0.0 -0.4
H 3.8636 1.7176 0.3809 0.4 0.2 -0.2
H 1.9464 2.7194 0.9921 -0.3 0.4 -0.1
H 1.6822 1.1542 1.7765 0.0 0.0 0.4
H -0.0695 3.2826 0.4589 0.3 0.2 0.2
H -0.4584 2.6447 -1.1133 0.1 0.0 -0.3
H -1.7169 1.7382 1.7165 -0.1 -0.6 -0.1
H -2.6081 2.5853 0.1694 -0.4 -0.7 -0.9
H -3.4438 -0.6300 -2.1762 -0.3 -0.3 -0.2
H -3.4160 1.1193 -2.0532 -0.1 0.4 0.0
H -1.9808 0.2302 -2.6269 0.3 0.2 -0.2
H -3.9562 0.0277 1.5657 0.3 0.3 0.4
H -4.6204 -0.3204 -0.0244 -0.3 0.3 -0.2
H -4.3847 -2.3049 1.6954 -0.3 -0.2 0.2
H -2.7222 -2.3422 1.1468 0.2 -0.3 0.2
H -4.0028 -2.5648 -0.0228 -0.2 -0.3 -0.2
Cd 3.9385 -1.4918 -2.8734 0.6 -0.6 -2.5

[4]
9
Properties=species:S:1:pos:R:3:forces:R:3 method="wB97M-V/def2-TZVPD" multiplicity=1 homo_energy_ev=-9.56 orbital_gap_ev=10.4 lumo_ev=0.83 charge=0 relative_energy_ev=2.901
C -0.6835 1.2902 0.2847 -0.1 0.0 0.5
C -0.0556 0.1990 -0.1310 0.5 0.7 1.9
C 1.2591 -0.5971 -0.1818 -2.4 -1.0 -2.0
O -2.5117 -0.7278 0.5950 -0.7 -1.0 0.9
S -1.8191 0.0181 -0.4277 1.4 1.9 -0.5
H -0.6897 2.2520 0.9629 0.1 -2.2 -1.7
H 2.1578 -0.1593 0.2759 -0.6 -0.4 0.1
H 1.2910 -0.5337 -1.2838 1.2 -0.1 0.1
H 1.0517 -1.7413 -0.0941 0.5 2.2 0.6

[5]
11
Properties=species:S:1:pos:R:3:forces:R:3 method="wB97M-V/def2-TZVPD" multiplicity=1 homo_energy_ev="-10.00 / -7.41" orbital_gap_ev="10.4 / 5.9" lumo_ev="0.35 / -1.54" charge=0 relative_energy_ev=5.744
C -0.7193 0.4006 -0.8232 1.4 0.0 -1.0
C -0.6570 -0.8818 0.0709 0.7 4.2 1.5
C 1.4827 -0.0792 0.4602 0.6 0.2 0.4
N -1.3011 1.4797 -0.4220 -0.4 -1.8 0.9
O 0.7086 -1.1561 0.2914 1.0 -0.3 -0.1
O -2.0142 1.5042 0.6134 0.4 0.7 -1.0
I 3.4849 -0.2036 -0.0173 -0.5 0.0 0.1
H 0.0517 0.4602 -1.6920 -1.8 0.0 1.5
H -1.1452 -0.6294 1.0623 0.1 -0.6 -1.2
H -0.9503 -1.7210 -0.4121 -1.8 -2.5 -1.2
H 1.0593 0.8265 0.8683 0.2 0.1 0.0